The following is a DFT calculation (ωB97M-V/def2-TZVPD) of a structure of composition C6H8N2O2 in a non-equilibrium geometry.

Summary:
Energy relative to the best compared isomer or geometry (same formula, charge and spin) = 299.4 kJ/mol
E_HOMO = -9.319 eV
Lowest unoccupied orbital energy = 0.61 eV
Molecular weight = 140.142 u

```
18
C6H8N2O2 ωB97M-V/def2-TZVPD
N -1.51 -0.32 -1.60
C -0.77 -0.90 -0.55
C 0.53 -1.66 -0.97
O 1.20 -0.37 -1.06
C 0.42 -0.07 0.12
C 0.94 -1.09 1.13
C 1.02 -2.19 0.37
C 0.30 1.38 0.49
N -0.89 1.75 0.99
H -2.43 0.00 -1.31
H -1.02 0.45 -2.06
H -1.43 -1.42 0.16
H 0.59 -2.27 -1.88
H 1.11 -0.94 2.19
H 1.30 -3.21 0.62
O 1.04 2.26 0.04
H -1.26 1.24 1.79
H -1.21 2.68 0.63
```

Löwdin population analysis, charges in e, atoms 1 to 2: atom 1 (N): 0.076, atom 2 (C): -0.241